C69H169F2N16O12S2V | ωB97M-V/def2-TZVPD

Last column: Löwdin spin population.
Geometry (Å):
V (-0.837808, 0.340896, -3.325284)  1.201
S (0.270052, -1.380134, -0.701504)  0.003
S (1.215262, 0.859016, -0.545514)  0.005
F (1.492602, 1.999886, -1.609624)  0.001
F (-1.085358, -2.112854, -1.241904)  0.001
O (1.879852, -2.516494, -4.769344)  -0.001
O (-1.471138, 2.281726, -2.425964)  0.002
O (1.286152, -2.227254, -1.330514)  0.000
O (-2.209978, 1.234956, -4.918934)  0.003
O (0.035982, -1.312564, 0.727416)  0.000
O (2.567052, 0.314206, -0.343744)  0.008
O (0.821572, 1.229036, -4.461124)  0.009
O (0.599312, 1.584316, 0.575506)  0.000
O (7.268062, -3.160644, -1.787854)  0.000
O (-0.571488, -0.960744, -4.207654)  -0.270
O (-2.885888, -0.247044, -2.647204)  0.010
O (2.798082, 7.060326, -2.234014)  0.000
N (-4.779428, -1.772554, 4.915656)  0.000
N (-4.254208, -0.424784, -0.812324)  0.002
N (-1.285528, -5.789894, -5.775534)  0.000
N (3.709912, 5.079646, -3.034924)  0.000
N (-5.668308, -4.940184, -2.501054)  0.000
N (4.363372, -1.615364, 5.142006)  0.000
N (-1.621208, 4.560726, -1.934574)  0.000
N (6.264012, 6.909756, 2.284226)  0.000
N (-3.654488, 5.839956, 4.412036)  0.000
N (2.397192, 1.919596, -6.012434)  0.004
N (-3.800958, 0.935206, -6.477774)  0.003
N (0.709642, 3.092026, 6.011036)  0.000
N (0.002822, -0.032964, -1.527304)  0.012
N (5.901142, -1.322154, -1.809134)  0.000
N (3.984592, -3.268244, -4.951034)  0.000
N (-0.104598, -4.668024, 0.990416)  0.000
C (5.579752, -2.135554, 4.351466)  0.000
C (1.861362, 3.607196, 6.854326)  0.000
C (1.301892, 2.080586, -5.244814)  0.003
C (6.041792, 5.560906, 1.796456)  0.000
C (-2.378398, 5.412016, -1.060014)  0.000
C (-6.704368, -1.856064, 3.335266)  0.000
C (2.255822, 2.902586, 3.839396)  0.000
C (-0.848028, -5.618004, -1.175944)  0.000
C (4.039292, 5.665836, -4.329654)  0.000
C (-3.977128, -2.839644, 4.304176)  0.000
C (-0.321258, 4.959236, -2.434144)  0.000
C (-5.605798, -4.050954, -3.630524)  0.000
C (-1.007758, 1.371946, 5.330536)  0.000
C (-0.415478, -4.086674, 2.286356)  0.000
C (-0.701018, -5.155574, -6.964134)  0.000
C (0.996712, 3.459896, 4.607496)  0.000
C (-4.703648, 0.580586, 5.320596)  0.000
C (7.018442, -2.052744, -2.200494)  0.000
C (-6.787048, -3.022264, -3.649354)  0.000
C (2.993542, 5.836596, -2.196134)  0.000
C (4.011652, -0.184014, 4.960626)  0.000
C (4.913502, -1.898444, -0.904814)  0.000
C (-4.278468, -0.540864, 4.414126)  0.000
C (1.398562, 3.872726, 8.226406)  0.000
C (-5.457998, -4.284844, -1.166774)  0.000
C (-1.095968, -5.029384, 3.302796)  0.000
C (-1.201078, -8.020544, -4.647624)  0.000
C (6.224792, 6.432866, 4.676746)  0.000
C (5.105412, -3.911474, -4.276734)  0.000
C (-3.463188, -0.496604, -6.689864)  0.000
C (-3.196748, -0.168134, 0.144746)  0.000
C (3.109462, 0.620336, -6.020484)  0.000
C (7.073532, 6.973016, 3.510616)  0.000
C (5.245982, 0.669486, 4.646356)  0.000
C (3.774242, -3.735414, -6.348794)  0.000
C (-3.095308, 1.712806, -5.662554)  0.001
C (1.114792, -5.413074, 1.030116)  0.000
C (-4.021408, -0.334384, -2.131714)  0.002
C (-1.838868, 6.737516, 5.999746)  0.000
C (-4.651528, 1.450276, -7.518594)  0.000
C (-6.185498, -1.858704, 4.765536)  0.000
C (6.675672, 7.780866, 1.144246)  0.000
C (-5.029328, -7.114194, -3.869264)  0.000
C (-2.917258, 4.651156, 3.903836)  0.000
C (-5.746478, -5.080524, 0.053176)  0.000
C (5.383302, -2.293484, 2.810996)  0.000
C (-5.656018, -0.612684, -0.305724)  0.000
C (-2.498248, 4.741526, 2.424436)  0.000
C (5.597802, 0.018636, -2.338984)  0.000
C (3.314912, -3.755014, 5.680906)  0.000
C (3.904592, 3.649686, -2.887794)  0.000
C (-1.232488, -5.341904, 0.276846)  0.000
C (-0.424628, -6.984464, -5.354594)  0.000
C (-2.073648, 3.281776, -2.006404)  0.000
C (7.211692, 9.202326, 1.510196)  0.000
C (-0.676568, -6.092434, -8.286674)  0.000
C (2.392002, -4.549394, 1.259666)  0.000
C (-4.449648, -4.210664, 4.790596)  0.000
C (-3.276898, 6.153096, 5.787176)  0.000
C (2.685902, 2.668536, -7.210434)  0.000
C (-4.878228, -6.221894, -2.583414)  0.000
C (3.112342, -2.359494, 5.012806)  0.000
C (-6.094478, 6.873306, 4.626876)  0.000
C (4.607632, 5.442746, 1.245276)  0.000
C (-2.273718, -3.537704, -4.933054)  -0.001
C (-5.084178, 5.696976, 4.231166)  0.000
C (0.346372, 1.666526, 6.091666)  0.000
C (-1.373788, -4.827184, -4.609504)  0.000
C (2.959942, -2.770064, -4.234464)  0.000
H (-3.526078, 5.332926, 6.460466)  0.000
H (-1.471528, 4.396226, 2.303156)  0.000
H (-1.082698, 5.954026, 6.049276)  0.000
H (0.306322, -6.572224, -4.658994)  0.000
H (-1.624688, 7.433156, 5.188376)  0.000
H (-1.041888, -3.199494, 2.193546)  0.000
H (-0.521818, -6.651684, -1.290824)  0.000
H (-6.480388, -5.854194, -0.172434)  0.000
H (7.524622, 7.227846, 0.742326)  0.000
H (-4.648228, -3.530674, -3.651924)  0.000
H (5.004062, -4.994594, -4.345164)  0.000
H (3.012952, -2.399704, 3.928096)  0.000
H (-2.278418, 6.419656, -1.463454)  0.000
H (-1.898658, -5.237034, -3.746584)  0.000
H (-4.546578, -0.339634, 3.376956)  0.000
H (4.520082, 5.893606, 0.256756)  0.000
H (5.278442, -2.875584, -0.588414)  0.000
H (6.376092, -2.278844, 2.361266)  0.000
H (2.693422, -3.980704, 0.379976)  0.000
H (6.479322, 9.829686, 2.018296)  0.000
H (-1.263518, 0.336986, 5.557566)  0.000
H (-1.090188, 1.465326, 4.247676)  0.000
H (6.330502, 0.252556, -3.111334)  0.000
H (-5.124838, -6.784464, -1.682974)  0.000
H (6.267202, 4.844706, 2.586606)  0.000
H (-6.017108, 7.826796, 4.104396)  0.000
H (6.340862, -1.355664, 4.327596)  0.000
H (-1.836888, -5.682254, 2.841396)  0.000
H (-4.869758, -5.670964, 0.319356)  0.000
H (3.353352, 6.435556, -4.683364)  0.000
H (-1.604158, 7.371106, 6.855066)  0.000
H (5.539172, 0.527556, 3.606166)  0.000
H (5.841322, 7.724786, 0.445096)  0.000
H (-6.490048, -1.010384, 2.681816)  0.000
H (2.916002, -3.273234, -6.836544)  0.000
H (-2.629438, -0.842664, -6.078964)  0.000
H (4.993042, 1.728346, 4.592056)  0.000
H (-3.765418, -2.843644, 3.234946)  0.000
H (7.414482, 9.727126, 0.576626)  0.000
H (-0.797778, -5.462574, -9.167974)  0.000
H (3.631632, 3.052006, -3.757484)  0.000
H (2.814392, -0.089654, -6.793104)  0.000
H (-5.746818, 0.894106, 5.360566)  0.000
H (3.859152, 4.973366, -5.151924)  0.000
H (-5.282238, 5.288216, 3.240316)  0.000
H (1.977142, 3.463806, -7.441314)  0.000
H (-1.422488, -4.584534, 4.242796)  0.000
H (0.814652, 3.050856, -5.427544)  0.000
H (4.792622, -3.138694, 2.457716)  0.000
H (-6.454428, -2.709204, 5.391976)  0.000
H (-3.297638, -3.794954, -5.204194)  0.000
H (0.987692, -6.084834, 1.879046)  0.000
H (-4.485498, -3.795464, -1.220114)  0.000
H (-1.749588, -2.904284, -5.648714)  0.000
H (-0.377778, -4.533084, -4.278484)  0.000
H (-3.812858, -6.027164, -2.460254)  0.000
H (-2.248648, 5.749046, 2.091726)  0.000
H (-4.411028, 0.188246, 6.294536)  0.000
H (7.503312, 7.968696, 3.620236)  0.000
H (7.716852, -1.480634, -2.830654)  0.000
H (-2.212958, -0.259634, -0.315554)  0.000
H (2.572132, 2.006886, -8.069144)  0.000
H (3.656892, 3.161336, -7.161214)  0.000
H (0.229522, 1.264326, 7.097996)  0.000
H (-4.997778, -0.425824, -2.632244)  0.000
H (3.849822, 5.705866, 1.983236)  0.000
H (-1.979438, 5.447826, -0.046284)  0.000
H (6.084802, 0.505226, 5.322746)  0.000
H (1.028222, 4.526616, 4.385686)  0.000
H (-3.543888, 3.764986, 4.004566)  0.000
H (0.443852, 4.578086, -1.757804)  0.000
H (3.110952, -2.825214, -3.145274)  0.000
H (2.276372, 4.048046, 8.848346)  0.000
H (-2.053868, 4.450676, 4.538256)  0.000
H (-3.458828, 2.751746, -5.636744)  0.000
H (-3.444568, 5.188296, -1.023394)  0.000
H (3.606452, 0.006296, 5.954456)  0.000
H (6.716882, 6.707346, 5.609816)  0.000
H (2.169882, -1.885394, 5.286836)  0.000
H (0.750482, 3.159886, 8.736266)  0.000
H (-7.794208, -1.872524, 3.343816)  0.000
H (2.077192, 4.586346, 6.426786)  0.000
H (0.454332, -3.623894, 2.752596)  0.000
H (-6.384048, -0.420584, -1.093874)  0.000
H (4.685622, -1.110704, -0.186734)  0.000
H (-5.903988, 0.219796, 0.352746)  0.000
H (-4.099988, 1.485126, 5.246326)  0.000
H (-6.091658, -7.324694, -3.992724)  0.000
H (6.065602, -3.523574, -4.616844)  0.000
H (-5.876618, -1.595574, 0.110656)  0.000
H (1.201652, -6.078084, 0.170866)  0.000
H (-3.886018, 7.030846, 6.003096)  0.000
H (7.873392, 6.239666, 3.408036)  0.000
H (8.204792, 9.238906, 1.957976)  0.000
H (-1.458388, -6.851934, -8.282394)  0.000
H (0.146132, 3.138296, 4.006506)  0.000
H (2.388952, 1.840096, 3.635736)  0.000
H (-6.070578, -3.388094, -1.073564)  0.000
H (-0.517538, -8.814014, -4.345484)  0.000
H (3.788092, -3.668134, 6.658986)  0.000
H (5.720222, 0.767586, -1.556564)  0.000
H (-6.746958, -2.482964, -2.702964)  0.000
H (5.146562, -3.614314, -3.228834)  0.000
H (3.395332, 3.203196, -2.033734)  0.000
H (4.000902, -2.035884, -1.484794)  0.000
H (4.405072, 4.409006, 0.965186)  0.000
H (4.678462, -3.540934, -6.925574)  0.000
H (5.324162, 7.019516, 4.857876)  0.000
H (2.789692, 0.091946, -5.122344)  0.000
H (-5.612198, -4.651534, -4.540124)  0.000
H (-5.033238, 2.419216, -7.196804)  0.000
H (-3.101458, 3.152746, -1.633374)  0.000
H (-0.424298, -5.834884, 3.599666)  0.000
H (2.411462, -4.361474, 5.744846)  0.000
H (-0.137878, 4.498826, -3.404964)  0.000
H (-6.251708, 6.963016, 5.701736)  0.000
H (4.983532, 3.598206, -2.741684)  0.000
H (-3.596948, -4.888504, 4.829686)  0.000
H (0.710842, 4.717796, 8.257906)  0.000
H (0.310552, -4.786664, -6.794594)  0.000
H (-1.767258, -5.453954, -1.738264)  0.000
H (-6.313598, -2.735424, 2.823306)  0.000
H (-2.060348, -4.636164, 0.345286)  0.000
H (-7.069418, 6.476676, 4.343576)  0.000
H (2.377762, 3.382746, 2.868486)  0.000
H (6.517952, 5.232406, 0.872626)  0.000
H (3.260542, 0.058146, 4.208776)  0.000
H (-1.701728, -7.623624, -3.764494)  0.000
H (0.257322, -6.654524, -8.289594)  0.000
H (-5.494338, 0.765976, -7.616094)  0.000
H (3.172592, 3.299716, 4.275196)  0.000
H (-1.729238, -6.211834, 0.706456)  0.000
H (-5.308558, 4.831686, 4.854886)  0.000
H (-1.281718, -4.267504, -7.213574)  0.000
H (-6.063218, -4.521064, 0.933396)  0.000
H (4.134962, -4.203144, 5.119836)  0.000
H (-3.001778, -2.712334, 4.773836)  0.000
H (2.470362, -3.752944, 1.999686)  0.000
H (-4.877898, -4.260604, 5.791696)  0.000
H (4.161132, 0.821076, -6.224904)  0.000
H (-0.428088, 6.038176, -2.322014)  0.000
H (6.039612, -2.937204, 4.929376)  0.000
H (-1.849358, 1.955156, 5.704256)  0.000
H (6.030852, 5.360616, 4.704396)  0.000
H (-3.199668, 0.784746, 0.673996)  0.000
H (4.679972, 0.122436, -2.917704)  0.000
H (-0.076088, -4.917914, -1.495444)  0.000
H (3.152222, -5.328804, 1.311566)  0.000
H (-3.309508, -0.612264, -7.762764)  0.000
H (-5.099268, -4.625194, 4.019716)  0.000
H (-4.341918, -1.094814, -6.448864)  0.000
H (-6.776798, -1.082304, 5.250986)  0.000
H (-7.806478, -3.362904, -3.830554)  0.000
H (-3.052538, 4.335016, 1.578506)  0.000
H (-2.424908, -2.935874, -4.036934)  0.000
H (4.857262, -1.434894, 2.393626)  0.000
H (-4.443958, -8.030044, -3.787664)  0.000
H (-2.028188, -8.365364, -5.268164)  0.000
H (5.055172, 5.994776, -4.548464)  0.000
H (2.689532, 2.902886, 6.933076)  0.000
H (0.128652, -7.445784, -6.172624)  0.000
H (3.531532, -4.797524, -6.382084)  0.000
H (-4.089378, 1.496436, -8.451314)  0.000
H (-3.087118, -0.942834, 0.903646)  0.000
H (-4.634858, -6.633284, -4.764384)  0.000
H (1.144542, 1.171026, 5.538956)  0.000
H (2.490312, 5.253396, -1.409474)  0.000
H (-6.578188, -2.321774, -4.457934)  0.000
H (-3.193568, -0.561854, 4.517316)  0.000

Forces on the atoms, in the same order (eV/Å):
-1.08 -1.72 -3.46
-1.61 -6.97 -1.33
1.21 3.73 1.88
-0.47 -0.31 -0.31
0.70 0.61 0.40
0.57 0.62 0.81
0.49 0.67 -0.27
-1.35 2.10 1.79
-0.09 1.04 -0.30
1.02 0.72 -2.01
-3.30 0.12 -0.78
0.71 0.89 -0.16
0.79 -1.96 -2.59
0.00 -0.30 -0.23
-0.72 2.58 2.26
-0.80 0.29 -0.04
0.54 -1.91 -0.50
1.15 0.18 -0.98
-0.78 0.32 0.20
0.70 -0.58 0.60
-0.61 0.71 -1.74
-0.45 -1.64 1.31
0.78 0.91 -0.30
-1.45 -3.50 -0.19
0.14 0.98 -0.43
1.89 0.24 -0.71
-0.57 -1.63 0.23
0.87 -0.93 -0.12
1.18 1.38 -0.45
3.25 1.70 3.09
0.52 0.06 -1.12
0.66 -0.58 -0.80
-1.25 0.33 -0.63
-1.66 1.35 -0.38
-2.12 -1.21 -0.78
-0.37 -0.47 -0.41
-1.71 0.14 -0.35
0.17 1.68 0.07
-0.49 -0.94 -0.42
0.54 0.79 0.38
-0.62 0.06 0.61
-0.16 -0.19 -1.56
0.14 -0.89 2.54
-0.46 -0.18 1.18
-0.96 -0.07 0.09
0.11 -0.29 0.94
-1.02 0.25 0.79
-0.61 -0.79 -1.26
-0.23 -1.14 -1.46
0.45 0.68 1.16
-0.96 1.14 1.06
1.25 -0.04 -0.17
-1.23 1.73 1.07
1.77 -0.34 0.78
0.04 0.47 -1.19
0.44 1.48 0.35
-0.88 0.70 1.78
-0.29 1.47 -2.01
0.90 -1.22 -0.29
-0.97 -0.40 0.47
0.42 1.70 1.17
-0.01 0.69 0.51
-0.43 0.48 0.19
1.47 -0.80 0.52
-0.60 -0.02 0.48
-0.93 -1.60 -0.73
-0.63 0.51 -0.38
-0.15 0.47 0.46
0.23 -1.63 0.90
0.27 0.39 1.29
0.73 -0.61 1.16
0.13 -0.66 -0.78
-0.42 0.25 0.44
-1.39 -0.14 0.15
1.13 -0.47 1.66
-0.35 1.11 0.94
-0.96 0.48 -0.56
0.68 -1.77 0.30
-0.23 -0.37 0.56
0.41 1.10 -0.71
1.67 0.90 -0.38
1.39 -0.64 -0.39
0.41 0.94 -0.68
0.98 0.18 0.46
0.56 1.46 0.41
-0.32 2.13 -0.07
0.45 0.25 0.03
-0.72 -0.31 -1.19
0.04 0.65 1.93
0.18 -0.80 -1.63
0.43 -0.57 -1.01
0.12 1.93 0.12
-0.59 1.09 -0.52
0.03 0.46 -0.49
1.19 -1.77 -0.51
0.18 -1.78 -0.54
-0.20 -1.17 0.39
1.21 -0.97 0.38
-0.59 0.11 0.94
-0.57 0.71 -1.90
-1.56 0.88 -1.27
-1.50 -1.27 -1.14
0.06 -0.14 0.36
0.08 -1.00 0.17
0.13 -0.07 -0.35
0.54 -0.04 0.05
0.06 -0.34 -0.44
-0.46 -0.02 -0.56
0.08 0.07 -0.25
-0.42 0.26 0.04
0.28 0.19 -0.87
0.18 0.59 0.07
0.36 -0.01 -0.06
-0.63 -0.94 -0.49
-0.23 0.18 0.12
0.27 -0.75 -0.30
0.09 -0.09 -0.45
-0.18 0.88 0.39
-0.06 0.37 0.58
-0.05 -0.35 -0.20
-0.43 -0.13 -0.60
0.13 -0.19 0.37
-0.01 -0.18 -0.03
0.76 0.09 -0.05
0.46 -0.02 0.13
-0.28 -0.20 -0.25
-0.24 -0.06 -0.11
0.54 -0.07 0.21
-0.23 0.09 0.82
-0.79 0.71 -0.03
0.15 0.05 0.35
0.04 0.52 1.03
-0.97 -0.29 0.57
0.36 -0.54 0.01
0.19 0.62 -0.12
0.49 0.33 0.50
0.18 0.44 0.37
-0.03 0.32 -0.20
-0.16 0.15 0.67
-0.59 0.30 -0.44
-0.26 -0.05 -0.33
0.25 -0.14 0.00
-0.12 0.35 -0.25
-0.56 0.48 -0.50
-0.04 -0.30 -0.26
0.05 -0.94 0.29
0.06 0.61 -0.36
-0.27 0.09 0.57
-0.21 0.26 -0.33
-0.03 -0.11 0.22
0.28 -0.34 0.18
-0.58 -0.54 -0.78
0.29 -0.30 -0.66
0.65 -0.55 0.33
0.92 -0.32 0.53
-0.36 -0.01 -0.15
0.19 0.30 -0.01
0.48 0.35 -0.07
-0.74 0.69 0.50
-0.42 0.18 0.41
-0.35 -0.16 0.38
-0.17 0.04 -0.23
-0.41 0.37 -0.45
0.51 -0.11 0.01
0.17 -0.41 -0.10
0.30 0.42 0.06
0.59 0.04 -0.88
-0.08 0.47 -0.33
0.04 -0.20 -0.04
-0.11 0.07 -0.06
0.00 0.29 0.91
-0.26 -0.35 0.20
0.15 0.19 0.05
0.03 0.58 -0.08
-0.19 0.23 0.31
0.12 0.30 -0.14
0.45 0.01 0.05
0.18 -0.30 -0.12
-0.26 0.85 -0.14
0.63 -0.51 0.18
0.53 0.63 0.83
0.47 -0.89 -0.31
-0.08 -0.42 0.01
0.72 -0.34 -0.22
0.38 -0.44 -0.21
0.27 -0.37 -0.50
0.07 -0.62 0.64
0.34 -0.34 0.63
0.01 0.07 -0.54
0.07 -0.25 -0.24
0.01 -0.43 -0.60
0.47 0.17 0.21
0.26 0.41 -0.20
-0.47 -0.30 0.50
0.78 0.17 0.02
-0.30 -0.42 0.56
-0.27 0.25 0.17
-0.18 -0.08 0.07
-0.40 -0.02 0.43
-0.62 -0.15 -0.60
-0.31 -0.26 0.01
-0.50 0.42 0.28
-0.45 0.07 0.02
-0.29 0.20 -0.10
-0.48 -0.22 0.11
0.06 0.49 0.11
-0.26 -0.15 0.21
0.08 -0.53 0.29
-0.04 -0.09 0.03
-0.49 -0.26 -0.79
0.88 0.07 0.31
-0.17 -0.04 0.00
0.02 0.09 -0.37
0.16 0.13 0.04
0.65 0.17 0.27
0.20 -0.11 -0.22
-0.13 0.59 -0.16
0.71 0.37 0.02
0.08 -0.91 0.06
0.08 -0.02 -0.13
0.39 0.55 -0.12
0.44 -0.01 0.17
0.25 -0.18 -0.35
-0.25 -0.18 -0.26
-0.01 0.50 -0.35
-0.13 -0.08 -0.36
-0.82 0.08 -0.33
1.63 0.38 0.14
-0.28 -0.48 -0.28
0.21 0.08 0.25
0.10 0.21 -0.37
-0.04 0.13 -0.21
0.16 -0.38 0.67
0.68 -0.68 0.53
-0.92 -0.26 0.51
-0.17 -0.10 0.07
0.03 0.19 -0.24
-0.44 -0.68 -0.30
0.27 0.25 -0.17
-0.49 -0.78 0.73
-0.22 0.43 -0.21
0.08 -0.14 0.76
1.06 0.08 -0.91
-0.34 -0.41 -0.50
0.20 0.27 0.37
0.01 0.17 -0.33
-0.63 0.21 -0.26
-0.57 -0.36 0.64
-0.08 -0.04 -0.13
0.52 0.37 0.73
0.41 -0.18 0.07
-0.48 -0.26 0.41
-0.04 0.00 0.14
0.81 0.56 0.44
0.26 -0.62 0.23
-0.64 -0.44 0.63
0.46 -0.04 0.29
-0.01 0.34 0.28
-0.20 -0.04 0.38
0.22 -0.43 -0.18
0.16 0.16 0.85
0.40 0.08 -0.69
-0.24 0.38 -0.32
0.31 -0.22 0.27
-0.23 0.18 -0.12
-0.72 -0.18 0.12
-0.12 0.25 0.03
0.09 -0.93 0.31
0.35 -0.21 0.20
0.05 0.27 0.00
0.13 -0.10 -0.42

* electronic energy: -175484.629 eV
* HOMO level (spin up / spin down): -9.094 / -9.094 eV
* 2S+1: 2
* M: 1568.3 g/mol
* total charge: +1